Arrangement a

3 unconnected molecules or ions with the total composition C5H16O2S, computed with ωB97M-V/def2-TZVPD.

XYZ file:
```
24
C5H16O2S ωB97M-V/def2-TZVPD
C -0.122 -1.707 1.838
C -0.428 -1.906 0.405
C -1.163 -0.751 -0.215
C -1.293 -0.963 -1.701
S 0.312 -0.731 -2.607
C 0.873 1.049 -2.285
H 0.992 -1.686 1.931
H -0.627 -0.790 2.208
H -0.429 -2.586 2.486
H -0.883 -2.828 0.180
H 0.674 -2.000 -0.081
H -0.380 0.022 -0.029
H -2.245 -0.616 0.120
H -1.410 -2.045 -1.904
H -2.043 -0.372 -2.086
H 0.148 1.560 -1.617
H 1.071 1.676 -3.137
H 1.721 1.004 -1.726
O 0.894 1.724 2.243
H 1.702 1.525 1.998
H 0.495 0.963 2.698
O 0.892 3.207 0.125
H 0.185 2.578 0.267
H 1.065 3.672 0.890
```

Values from the calculation:
SMILES: CCCCSC.O.O
Orbital gap (eV): 9.1254
Multiplicity: 1
HOMO energy (eV): -8.4
Lowest unoccupied orbital energy (eV): 0.7

Mulliken population analysis, charges in e, atoms 1 to 8: -0.907 -0.365 -0.126 -0.852 -0.142 -0.758 0.259 0.132

---

Arrangement b

3 unconnected molecules or ions with the total composition C5H16O2S, computed with ωB97M-V/def2-TZVPD.

XYZ file:
```
24
C5H16O2S ωB97M-V/def2-TZVPD
C -0.286 -1.523 2.866
C 0.276 -1.008 1.575
C -0.207 0.382 1.087
C -1.694 0.490 0.797
S -2.149 -0.499 -0.671
C -1.553 0.465 -2.065
H -1.347 -1.284 2.940
H -0.257 -2.606 3.031
H 0.267 -1.169 3.747
H -0.128 -1.717 0.835
H 1.355 -1.060 1.448
H 0.468 0.647 0.271
H 0.091 1.089 1.875
H -2.284 0.052 1.593
H -2.026 1.492 0.536
H -2.356 0.985 -2.572
H -0.989 -0.278 -2.641
H -0.724 1.151 -1.864
O 2.154 -0.842 -1.987
H 2.901 -1.244 -1.550
H 2.215 0.102 -1.865
O 2.017 1.931 -2.139
H 1.780 1.674 -3.039
H 2.476 2.770 -2.209
```

Values from the calculation:
SMILES: CCCCSC.O.O
Orbital gap (eV): 8.4847
Multiplicity: 1
HOMO energy (eV): -8.1
Lowest unoccupied orbital energy (eV): 0.3

Mulliken population analysis, charges in e, atoms 1 to 8: -1.143 -0.368 -0.232 -0.641 -0.123 -0.746 0.256 0.344

---

Which is less stable than every other structure shown? arrangement a is.